No. 1
Molecular formula: C49H36O7
Method: DFT, ωB97M-V/def2-TZVPD

Positions of all 92 atoms, in Å:
C 1.058 0.090 -1.223
C 0.920 1.520 -0.745
C 1.856 2.019 0.131
C 1.723 3.304 0.603
C 0.673 4.122 0.225
C 0.600 5.518 0.838
C 0.115 6.625 -0.129
C -0.198 5.539 2.170
C -0.227 3.577 -0.672
O -1.339 4.319 -1.101
C -2.401 4.058 -0.187
C -3.678 4.757 -0.576
C -3.810 5.572 -1.677
C -5.006 6.190 -1.943
C -6.112 6.022 -1.150
C -5.994 5.208 -0.044
C -4.793 4.574 0.236
C -4.768 3.710 1.473
O -4.171 2.656 1.586
C -5.612 4.223 2.619
C -6.762 4.819 2.342
C -7.164 5.006 0.901
O -8.320 4.968 0.523
C -0.131 2.301 -1.171
H 1.281 0.010 -2.293
H 0.114 -0.446 -1.061
H 1.835 -0.452 -0.677
H 2.685 1.412 0.481
H 2.468 3.690 1.296
H 1.624 5.783 1.132
H -0.972 6.718 -0.023
H 0.583 7.593 0.070
H 0.306 6.309 -1.158
H 0.101 6.445 2.714
H 0.033 4.667 2.789
H -1.274 5.643 2.005
H -2.604 2.978 -0.216
H -2.144 4.278 0.854
H -2.970 5.722 -2.348
H -5.125 6.835 -2.810
H -7.060 6.513 -1.342
H -5.239 4.076 3.629
H -7.375 5.162 3.173
H -0.847 1.888 -1.873
O 9.220 -4.081 -0.839
C 8.120 -3.570 -0.795
C 7.448 -3.104 -2.039
C 8.082 -3.277 -3.263
C 7.450 -2.881 -4.430
C 6.181 -2.312 -4.381
C 5.552 -2.123 -3.162
C 6.184 -2.511 -1.987
C 5.504 -2.285 -0.683
O 4.429 -1.722 -0.635
C 6.166 -2.770 0.558
C 5.529 -2.599 1.781
C 6.120 -3.074 2.940
C 7.350 -3.723 2.882
C 7.995 -3.883 1.667
C 7.409 -3.403 0.502
H 9.066 -3.724 -3.302
H 7.944 -3.021 -5.384
H 5.685 -2.015 -5.295
H 4.568 -1.675 -3.123
H 4.571 -2.100 1.826
H 5.621 -2.944 3.891
H 7.805 -4.101 3.788
H 8.952 -4.384 1.623
O -1.022 -3.220 -0.165
C -1.974 -3.924 0.102
C -2.086 -5.300 -0.453
C -1.074 -5.791 -1.269
C -1.148 -7.083 -1.760
C -2.232 -7.893 -1.437
C -3.251 -7.403 -0.637
C -3.185 -6.105 -0.147
C -4.297 -5.585 0.697
O -5.277 -6.266 0.918
C -4.175 -4.216 1.267
C -5.186 -3.725 2.085
C -5.070 -2.465 2.647
C -3.944 -1.687 2.394
C -2.940 -2.167 1.569
C -3.054 -3.429 0.998
H -0.228 -5.163 -1.517
H -0.356 -7.465 -2.393
H -2.282 -8.907 -1.812
H -4.096 -8.031 -0.390
H -6.060 -4.331 2.285
H -5.857 -2.086 3.286
H -3.851 -0.705 2.840
H -2.067 -1.560 1.370

net charge	0
orbital gap	7.7	eV
maximum force	1.766	eV/Å
energy	-2415.53223	hartree
SMILES	Cc1ccc(C(C)C)c(OCc2cccc3c2C(=O)C=CC3=O)c1.O=C1c2ccccc2C(=O)c2ccccc21.O=C1c2ccccc2C(=O)c2ccccc21
E_LUMO	-1.0	eV

***

No. 2
Molecular formula: C35H31BrClN3O6PS4W
Method: DFT, ωB97M-V/def2-TZVPD

Positions of all 83 atoms, in Å:
W 0.511 -0.541 0.684
C -0.828 1.667 2.695
C 0.005 0.421 2.589
N -0.596 -0.783 2.241
N -0.936 -1.859 3.010
C -0.773 -2.952 2.357
S -0.076 -2.971 0.765
S -1.369 -4.456 3.079
C -2.875 -4.635 2.056
C -3.830 -3.493 2.235
C -4.788 -3.510 3.245
C -5.629 -2.426 3.438
C -5.521 -1.306 2.623
C -4.571 -1.280 1.613
C -3.734 -2.369 1.420
C 1.181 0.267 3.486
C 1.316 0.875 4.727
C 2.426 0.613 5.518
C 3.400 -0.271 5.070
C 3.285 -0.880 3.832
C 2.182 -0.593 3.031
O 2.068 -1.115 1.792
H -1.259 1.754 3.697
H -0.210 2.545 2.504
H -1.645 1.653 1.976
H -2.564 -4.733 1.017
H -3.315 -5.579 2.376
H -4.863 -4.376 3.893
H -6.368 -2.451 4.229
H -6.174 -0.457 2.777
H -4.475 -0.408 0.979
H -2.979 -2.348 0.641
H 0.554 1.561 5.074
H 2.531 1.098 6.480
H 4.264 -0.478 5.689
H 4.042 -1.559 3.459
C -2.070 -0.874 -1.682
C -1.041 -0.426 -0.739
O -1.032 0.645 -0.135
H -1.613 -0.966 -2.675
H -2.904 -0.173 -1.712
H -2.392 -1.873 -1.382
O 1.386 -0.615 -5.193
Cl 0.158 -0.313 -4.515
O -0.569 0.722 -5.202
O 0.446 0.133 -3.158
O -0.655 -1.515 -4.430
Br 5.990 -1.335 -1.498
C 4.140 -1.645 -1.730
C 3.665 -2.286 -2.859
C 2.304 -2.483 -2.968
C 1.480 -2.022 -1.961
N 1.946 -1.378 -0.885
C 3.266 -1.194 -0.762
H 4.345 -2.611 -3.635
H 1.865 -2.947 -3.839
H 0.410 -2.141 -2.038
H 3.610 -0.674 0.119
S 2.752 4.613 -0.261
P 1.717 3.047 -0.814
S 1.989 1.531 0.572
C 2.242 2.446 -2.442
C 1.821 3.082 -3.608
C 2.266 2.635 -4.842
C 3.154 1.572 -4.919
C 3.610 0.966 -3.758
C 3.156 1.403 -2.524
C -0.064 3.401 -0.933
C -0.612 4.253 0.021
C -1.973 4.507 0.031
C -2.797 3.921 -0.922
C -2.252 3.083 -1.884
C -0.890 2.817 -1.887
H 1.137 3.917 -3.556
H 1.905 3.108 -5.745
H 3.484 1.212 -5.885
H 4.308 0.140 -3.810
H 3.502 0.928 -1.614
H 0.045 4.722 0.745
H -2.391 5.166 0.782
H -3.862 4.123 -0.915
H -2.880 2.622 -2.637
H -0.489 2.132 -2.616

net charge	-1
orbital gap	7.0	eV
maximum force	0.980	eV/Å
energy	-7003.39605	hartree
E_LUMO	1.4	eV

***

No. 3
Molecular formula: C11H15FN2S
Method: DFT, ωB97M-V/def2-TZVPD

Positions of all 30 atoms, in Å:
C -0.454 -2.939 -0.410
C -1.499 -2.017 1.570
C 0.365 -1.833 -0.320
C -1.498 -2.924 0.496
C 0.064 -0.806 0.609
C 1.932 -0.278 -0.884
C 1.020 0.325 0.408
C -2.169 1.240 -0.472
C 1.102 2.921 0.304
C -0.708 1.479 -0.922
C 0.201 1.627 0.256
N -0.759 -0.909 1.635
N 1.436 -1.609 -1.037
F -2.428 -3.877 0.358
S 2.346 0.439 1.733
H -0.231 -3.713 -1.109
H -2.175 -2.273 2.481
H 1.694 0.300 -1.759
H 2.994 -0.365 -0.574
H -2.198 0.704 0.441
H -2.931 0.840 -1.239
H -2.601 2.189 -0.251
H 0.535 3.746 0.195
H 1.804 2.839 -0.553
H 1.535 3.034 1.332
H -0.334 0.739 -1.582
H -0.655 2.378 -1.486
H -0.419 1.744 1.094
H 1.583 -2.031 -1.964
H 2.448 -0.971 1.649

net charge	0
spin multiplicity	3
orbital gap (alpha / beta)	4.6 / 4.2	eV
maximum force	3.937	eV/Å
energy	-1035.48247	hartree
E_LUMO (alpha / beta)	0.5 / -3.3	eV